(1)
Below is C22H29N7 as an isolated structure in a non-equilibrium geometry, with properties calculated with the ωB97M-V functional and the def2-TZVPD basis.

Its lowest unoccupied orbital energy is 0.51 eV. For the gap between HOMO and LUMO, the calculation gives 7.54 eV. The calculation puts the total energy at -33695.68286 eV. The relative energy (zero: lowest compared OMol25 entry of this formula, charge and spin) is 397.2 kcal per mole. As for the highest occupied orbital energy: -7.03 eV.

Geometry as XYZ:
```
58
Properties=species:S:1:pos:R:3:lowdin_charge:R:1
C 2.0762 1.5730 0.4373 -0.10
C 3.1929 1.0751 1.1744 -0.27
N 4.1646 0.6755 1.7478 0.11
H 1.8347 0.9852 -0.4483 0.06
H 2.1986 2.6414 0.2597 -0.09
H 1.2073 1.4332 1.0804 0.08
C -0.6262 3.3432 -1.0415 -0.07
C 0.6604 3.5711 -0.4322 -0.14
N 1.6955 3.7440 0.1477 0.18
H -0.6843 2.3431 -1.4712 0.02
H -0.7433 4.0518 -1.8615 0.11
H -1.3846 3.4791 -0.2705 0.05
C -1.0471 0.1547 -3.6418 -0.05
C -2.1098 0.9441 -2.9919 -0.23
N -2.9512 1.6044 -2.5386 0.15
H -1.2761 -0.2668 -4.6206 0.10
H -0.6795 -0.6650 -3.0245 0.06
H -0.3490 0.9851 -3.7474 0.07
N -1.3690 2.5623 2.0253 0.06
C -2.3506 2.5021 1.0462 -0.15
C -2.2535 1.3006 0.3062 -0.07
C -1.2987 0.5091 1.0894 -0.15
C -0.8116 1.2651 2.0712 -0.12
H -1.1114 3.2917 2.6747 0.15
H -2.8796 3.3878 0.7265 0.12
H -2.7830 1.0207 -0.5925 0.06
H -0.8775 -0.4659 0.8935 0.00
H -0.1207 1.1547 2.8940 0.11
N 0.7386 -0.6113 2.7916 -0.01
C 2.0900 -0.6160 2.5908 -0.11
C 2.2614 -1.2741 1.3304 -0.08
C 1.0772 -1.8913 0.9500 -0.13
C 0.0018 -1.4038 1.8205 -0.17
H 0.4215 -0.4272 3.7327 0.14
H 2.6747 -0.0069 3.2642 0.10
H 3.2211 -1.4097 0.8539 0.10
H 0.8499 -2.4991 0.0866 0.00
H -1.0384 -1.6850 1.8930 0.07
N 0.0646 -0.6620 -0.5775 -0.01
C 1.0028 -1.3342 -1.3005 -0.15
C 1.4098 -0.4965 -2.3686 -0.06
C 0.8986 0.7697 -2.0936 -0.18
C 0.1100 0.6301 -0.9400 -0.23
H -0.4006 -1.0950 0.2075 0.02
H 1.2030 -2.3864 -1.1620 0.10
H 2.1049 -0.8775 -3.1022 0.11
H 1.0047 1.6767 -2.6702 0.12
H -0.5254 1.3845 -0.5000 0.05
N -0.3615 -4.1952 1.1470 0.08
C -1.4704 -3.2936 1.3333 -0.10
C -1.6838 -2.5621 0.1595 -0.12
C -0.7779 -3.0048 -0.8057 -0.12
C 0.1132 -3.9146 -0.1540 -0.14
H 0.0057 -4.8087 1.8604 0.15
H -2.0108 -3.2300 2.2662 0.13
H -2.4701 -1.8436 -0.0194 0.13
H -0.7973 -2.7465 -1.8542 0.12
H 0.9593 -4.3863 -0.6313 0.14
```

=====

(2)
Below is C43H52ClGeNO5P2Sr as an isolated structure, with properties calculated with the ωB97M-V functional and the def2-TZVPD basis.

As for the spin multiplicity: 2. Its lowest unoccupied orbital energy (alpha / beta) is -3.49 / -5.86 eV. For the gap between HOMO and LUMO (alpha / beta), the calculation gives 6.74 / 4.37 eV. Its charge is +1. The calculation puts the total energy at -145614.45674 eV. The relative energy (zero: lowest compared OMol25 entry of this formula, charge and spin) is 0.0 kcal per mole. As for the highest occupied orbital energy (alpha / beta): -10.23 / -10.23 eV.

Geometry as XYZ:
```
106
Properties=species:S:1:pos:R:3:lowdin_charge:R:1
Sr -0.6023 0.3280 -1.2237 1.40
C 1.9486 3.6888 -0.2003 -0.03
C 2.6205 2.3283 -0.3466 -0.69
C 3.9619 2.4723 -1.0653 -0.06
C 2.8701 1.7121 1.0205 -0.02
O 1.7349 1.4370 -1.0528 -0.43
Ge 1.5762 1.7714 -2.9115 1.05
O -0.2583 2.3580 -2.5014 -0.49
C -0.9641 3.3794 -3.2090 -0.71
C -2.2507 2.7649 -3.7583 -0.03
C -0.1486 3.9673 -4.3557 -0.07
C -1.3074 4.4745 -2.2010 -0.03
O 0.9524 -0.0857 -2.9753 -0.51
C 0.9782 -0.7746 -4.2303 -0.72
C 0.7325 -2.2475 -3.9158 -0.03
C -0.1300 -0.2362 -5.1313 -0.03
C 2.3331 -0.6223 -4.9152 -0.06
H 2.6015 4.3817 0.3339 0.10
H 1.7303 4.1208 -1.1799 0.07
H 1.0139 3.6012 0.3555 0.07
H 4.6530 3.0179 -0.4205 0.09
H 4.3946 1.4906 -1.2701 0.08
H 3.8894 3.0243 -2.0040 0.06
H 3.4589 2.3967 1.6330 0.10
H 1.9227 1.5248 1.5275 0.05
H 3.4179 0.7696 0.9320 0.07
H -2.0187 1.9845 -4.4864 0.07
H -2.8346 2.3267 -2.9455 0.07
H -2.8722 3.5145 -4.2512 0.09
H 0.1415 3.2025 -5.0793 0.07
H -0.7481 4.7129 -4.8798 0.09
H 0.7593 4.4571 -3.9980 0.08
H -1.9696 4.0797 -1.4253 0.08
H -0.4034 4.8494 -1.7207 0.08
H -1.8144 5.3116 -2.6840 0.09
H -0.2218 -2.3716 -3.3983 0.06
H 0.7046 -2.8470 -4.8270 0.09
H 1.5250 -2.6342 -3.2721 0.09
H -1.1047 -0.3371 -4.6439 0.08
H 0.0297 0.8215 -5.3530 0.07
H -0.1691 -0.7774 -6.0779 0.10
H 3.1321 -0.9545 -4.2498 0.08
H 2.3649 -1.2324 -5.8194 0.09
H 2.5306 0.4110 -5.2021 0.06
N 0.5430 -0.3751 2.4502 -0.42
P -0.9024 0.3814 1.9959 0.90
C -2.2386 -0.2893 3.0331 -0.36
C -2.0209 -1.1169 4.1299 -0.08
C -3.0953 -1.6133 4.8553 -0.07
C -4.3921 -1.2786 4.4955 -0.08
C -4.6176 -0.4517 3.4024 -0.08
C -3.5458 0.0315 2.6686 -0.11
C -0.7081 2.0866 2.5972 -0.37
C -0.1030 2.4153 3.8107 -0.08
C 0.0214 3.7382 4.1984 -0.07
C -0.4733 4.7517 3.3855 -0.07
C -1.0891 4.4374 2.1849 -0.08
C -1.1983 3.1094 1.7923 -0.12
P 0.9120 -1.8719 1.6844 0.99
C 1.0076 -3.0096 3.1125 -0.38
C 0.6924 -4.3463 2.8839 -0.10
C 0.7529 -5.2790 3.9100 -0.08
C 1.1223 -4.8823 5.1858 -0.08
C 1.4366 -3.5518 5.4304 -0.07
C 1.3834 -2.6262 4.3998 -0.13
C 2.6611 -1.7464 1.1962 -0.37
C 2.8971 -1.5512 -0.1643 -0.12
C 4.1913 -1.3987 -0.6431 -0.08
C 5.2616 -1.4521 0.2353 -0.07
C 5.0405 -1.6595 1.5918 -0.07
C 3.7490 -1.8080 2.0688 -0.08
H 0.9929 -0.1173 3.3209 0.04
H -1.0111 -1.3888 4.4089 0.08
H -2.9180 -2.2606 5.7045 0.11
H -5.2282 -1.6615 5.0657 0.11
H -5.6290 -0.1861 3.1228 0.10
H -3.7295 0.6723 1.8113 0.10
H 0.2683 1.6389 4.4697 0.10
H 0.5000 3.9825 5.1376 0.11
H -0.3738 5.7844 3.6924 0.11
H -1.4722 5.2207 1.5441 0.11
H -1.6608 2.8827 0.8355 0.09
H 0.3914 -4.6598 1.8904 0.09
H 0.5051 -6.3140 3.7141 0.11
H 1.1647 -5.6060 5.9889 0.11
H 1.7287 -3.2374 6.4239 0.11
H 1.6401 -1.5956 4.6180 0.10
H 2.0714 -1.4886 -0.8627 0.07
H 4.3587 -1.2371 -1.7006 0.11
H 6.2728 -1.3373 -0.1334 0.11
H 5.8783 -1.7041 2.2753 0.11
H 3.5853 -1.9756 3.1260 0.10
Cl -6.1330 -5.2133 -2.2588 0.80
C -4.7702 -4.2602 -1.9110 -0.62
C -3.5272 -4.8742 -1.6641 -0.06
C -2.4400 -4.1087 -1.3797 0.06
C -2.5251 -2.6624 -1.3227 -0.33
O -1.5288 -1.9750 -1.0529 -0.09
C -3.8302 -2.0616 -1.6003 -0.08
C -4.0429 -0.6054 -1.6241 -0.15
O -3.1907 0.2385 -1.4442 -0.05
C -4.9045 -2.8580 -1.8803 -0.02
H -3.4626 -5.9531 -1.7048 0.12
H -1.4671 -4.5369 -1.1781 0.14
H -5.0812 -0.3116 -1.8546 0.14
H -5.8798 -2.4339 -2.0895 0.13
```

=====

Q: The lowest relative energy (zero: lowest compared OMol25 entry of this formula, charge and spin) belongs to which entry?
A: C43H52ClGeNO5P2Sr

=====

Q: The highest relative energy (zero: lowest compared OMol25 entry of this formula, charge and spin) belongs to which entry?
A: C22H29N7

=====

Q: What is the relative energy (zero: lowest compared OMol25 entry of this formula, charge and spin) in the first record?
A: 397.2 kcal per mole